Entry 1:
This record from the OMol25 dataset describes C19H41NOP2SiW as an isolated structure. The level of theory is ωB97M-V/def2-TZVPD.

**DFT total energy**: -52183.82173 eV
**Spin multiplicity**: 3
**HOMO-LUMO gap (spin up / spin down)**: 5.8588 / 7.6723 eV
**Strongest force on any atom**: 3.0 eV Å⁻¹

Last column: Löwdin spin population.
Positions of all 66 atoms, in Å:
W (-0.170, 0.207, -0.596)  1.40
Si (0.730, -1.782, -1.688)  0.16
P (0.748, 1.464, -2.477)  0.08
N (-1.873, 0.775, -0.765)  -0.02
H (1.104, 1.107, 0.006)  0.03
C (1.077, 3.244, -2.201)  0.01
H (1.323, 3.743, -3.157)  0.00
H (1.922, 3.359, -1.507)  0.00
H (0.199, 3.735, -1.759)  0.00
C (2.250, 0.953, -3.403)  0.02
H (2.402, 1.616, -4.273)  0.00
H (2.185, -0.079, -3.766)  0.00
H (3.132, 1.024, -2.751)  0.00
C (-0.596, 1.520, -3.738)  0.02
H (-0.276, 2.134, -4.595)  0.00
H (-1.504, 1.969, -3.312)  0.00
H (-0.853, 0.517, -4.098)  0.00
C (2.445, -2.603, -1.912)  0.03
H (2.883, -2.840, -0.936)  0.00
H (3.149, -1.994, -2.489)  0.00
H (2.241, -3.535, -2.461)  0.00
H (0.040, -2.900, -0.955)  0.03
H (0.409, -1.742, -3.158)  0.01
C (-3.174, 0.851, -1.131)  0.02
C (-5.415, 1.508, -0.596)  0.00
C (-4.058, 1.774, -0.527)  -0.01
C (-3.641, -0.161, -2.004)  0.00
C (-4.989, -0.435, -2.031)  0.00
C (-5.874, 0.402, -1.338)  -0.01
H (-6.116, 2.146, -0.055)  0.00
H (-3.608, 2.597, 0.033)  0.00
H (-2.886, -0.773, -2.513)  0.00
H (-5.352, -1.310, -2.577)  0.00
H (-6.947, 0.214, -1.402)  0.00
C (3.861, 0.229, 0.279)  0.01
O (2.935, -0.390, -0.275)  0.04
C (3.553, 1.148, 1.437)  0.00
H (4.459, 1.621, 1.844)  0.00
H (3.054, 0.591, 2.252)  0.00
H (2.822, 1.913, 1.105)  0.00
C (5.272, 0.014, -0.231)  0.00
H (5.821, 0.955, -0.358)  0.00
H (5.205, -0.497, -1.200)  0.00
H (5.838, -0.643, 0.445)  0.00
C (2.113, -1.576, 3.227)  0.00
C (0.721, -1.946, 2.668)  0.01
P (-0.311, -0.706, 1.710)  0.08
C (-2.087, -1.394, 1.668)  0.02
C (-2.540, -2.200, 2.874)  0.00
C (-0.597, 0.798, 2.752)  0.02
C (-1.278, 0.534, 4.099)  0.00
H (2.886, -1.587, 2.445)  0.00
H (2.433, -2.330, 3.970)  0.00
H (2.123, -0.604, 3.744)  0.00
H (0.855, -2.802, 1.978)  0.00
H (0.091, -2.299, 3.508)  0.00
H (-2.746, -0.521, 1.533)  0.00
H (-2.155, -1.987, 0.748)  0.01
H (-2.698, -1.585, 3.757)  0.00
H (-3.508, -2.655, 2.666)  0.00
H (-1.852, -3.003, 3.126)  0.00
H (0.398, 1.257, 2.857)  0.00
H (-1.204, 1.496, 2.154)  0.00
H (-0.769, -0.245, 4.678)  0.00
H (-1.277, 1.449, 4.697)  0.00
H (-2.329, 0.259, 3.975)  0.00

Cartesian forces, eV/Å:
W -0.760 0.750 -0.080
Si 0.696 -0.973 -0.753
P -0.294 -0.180 -0.466
N 1.031 0.398 0.012
H 0.688 1.185 0.712
C 0.114 0.241 -0.096
H -0.089 -0.216 0.388
H -0.241 -0.061 -0.190
H 0.207 -0.238 -0.099
C 0.149 0.194 -0.270
H -0.076 -0.182 0.313
H -0.175 0.207 0.203
H -0.315 -0.016 -0.076
C 0.275 0.343 -0.480
H -0.116 -0.183 0.116
H 0.354 -0.144 0.066
H 0.185 0.130 0.194
C -0.186 -0.097 0.130
H 0.082 -0.021 -0.217
H -0.092 -0.085 0.148
H 0.198 0.177 0.148
H -0.322 -0.355 -0.302
H -0.531 -0.268 -0.112
C -0.727 -0.227 -0.382
C -0.285 -0.277 -0.481
C 0.563 -0.732 -0.137
C 0.147 0.149 0.669
C -0.399 0.243 -0.273
C -0.288 0.303 0.258
H 0.063 -0.162 -0.279
H -0.334 -0.300 -0.002
H -0.381 0.127 0.312
H -0.027 0.405 0.071
H 0.299 -0.026 0.144
C -1.803 -1.417 -1.097
O 2.351 1.180 1.429
C 0.115 0.282 0.393
H -0.299 -0.060 -0.155
H 0.297 0.242 -0.560
H 0.437 -0.387 0.080
C -0.015 0.096 -0.286
H -0.061 -0.149 0.189
H -0.008 0.132 0.271
H -0.158 0.283 0.021
C 0.087 0.038 -0.006
C -0.285 -0.324 0.152
P -0.971 0.067 0.331
C 0.718 -0.019 0.104
C -0.331 -0.189 0.073
C 0.359 -0.329 0.264
C 0.098 0.406 0.119
H -0.381 0.178 0.167
H -0.301 0.261 -0.309
H -0.037 -0.281 -0.190
H -0.271 0.361 0.247
H 0.253 0.176 -0.437
H 0.418 -0.148 -0.106
H -0.002 0.083 0.166
H 0.178 -0.124 -0.018
H -0.059 -0.137 -0.112
H 0.006 -0.097 0.016
H -0.286 0.041 0.155
H 0.286 -0.359 -0.013
H -0.119 0.080 -0.075
H 0.081 -0.053 0.034
H 0.293 0.057 -0.035

Entry 2:
This record from the OMol25 dataset describes a 2-piece molecular cluster, C3H7NO overall. The level of theory is ωB97M-V/def2-TZVPD.

**DFT total energy**: -6759.23804 eV
**Relative energy (zero: lowest compared OMol25 entry of this formula, charge and spin)**: 3.512 eV
**HOMO-LUMO gap**: 9.0032 eV
**Strongest force on any atom**: 0.6 eV Å⁻¹

Last column: natural (NBO) charge in e.
Positions of all 12 atoms, in Å:
C (-1.571, 1.055, 0.908)  -0.86
C (0.100, -1.703, -0.220)  0.00
N (0.951, -0.960, -0.920)  -0.65
C (1.840, -0.024, -0.303)  0.55
O (1.877, 0.210, 0.867)  -0.47
H (-2.648, 0.903, 0.797)  0.21
H (-1.198, 1.627, 0.053)  0.20
H (-1.374, 1.612, 1.826)  0.22
H (-0.451, -2.292, -0.979)  0.10
H (-1.061, 0.088, 0.958)  0.23
H (1.041, -0.979, -1.937)  0.38
H (2.493, 0.463, -1.051)  0.11

Cartesian forces, eV/Å:
C -0.006 -0.002 0.002
C 0.199 0.046 -0.467
N -0.175 -0.146 0.218
C 0.115 0.173 0.489
O -0.018 -0.131 -0.631
H 0.154 0.025 0.017
H -0.054 -0.076 0.124
H -0.031 -0.065 -0.131
H 0.056 0.039 0.109
H -0.109 0.201 0.033
H -0.064 -0.032 0.143
H -0.066 -0.032 0.095

Entry 3:
This record from the OMol25 dataset describes one molecule with the formula C18H20N2O6. The level of theory is ωB97M-V/def2-TZVPD.

**DFT total energy**: -34252.94066 eV
**SMILES**: COc1cccc(OCC(=O)O/N=C(\N)c2ccc(OC)c(OC)c2)c1
**Relative energy (zero: lowest compared OMol25 entry of this formula, charge and spin)**: 3.751 eV
**HOMO-LUMO gap**: 8.9642 eV
**Strongest force on any atom**: 1.2 eV Å⁻¹

Last column: natural (NBO) charge in e.
Positions of all 46 atoms, in Å:
C (-7.662, -2.971, 0.161)  -0.25
H (-8.312, -2.574, -0.625)  0.18
O (-6.334, -2.535, 0.004)  -0.49
C (-6.078, -1.199, 0.061)  0.33
C (-4.745, -0.835, -0.100)  -0.33
C (-4.362, 0.499, -0.063)  0.41
C (-5.321, 1.486, 0.138)  -0.36
C (-6.644, 1.115, 0.298)  -0.16
C (-7.037, -0.210, 0.263)  -0.34
H (-8.078, -0.456, 0.392)  0.22
H (-7.389, 1.881, 0.455)  0.21
H (-5.054, 2.530, 0.170)  0.22
O (-3.027, 0.732, -0.236)  -0.51
C (-2.565, 2.066, -0.186)  -0.16
C (-1.049, 1.968, -0.368)  0.75
O (-0.470, 2.200, -1.396)  -0.58
O (-0.507, 1.538, 0.760)  -0.38
N (0.900, 1.350, 0.785)  -0.23
C (1.360, 0.369, 0.100)  0.42
N (0.631, -0.553, -0.571)  -0.80
H (1.083, -1.131, -1.256)  0.40
H (-0.364, -0.426, -0.668)  0.41
C (2.823, 0.212, 0.108)  -0.11
C (3.642, 1.320, 0.277)  -0.16
C (5.014, 1.173, 0.263)  -0.30
C (5.619, -0.068, 0.087)  0.30
C (4.795, -1.202, -0.061)  0.25
C (3.414, -1.035, -0.052)  -0.22
H (2.822, -1.932, -0.146)  0.22
O (5.189, -2.494, -0.236)  -0.50
C (6.531, -2.887, -0.055)  -0.24
H (6.904, -2.606, 0.932)  0.18
H (7.185, -2.468, -0.821)  0.18
H (6.520, -3.974, -0.141)  0.19
O (6.977, -0.239, 0.046)  -0.52
C (7.809, 0.879, 0.234)  -0.25
H (7.665, 1.626, -0.553)  0.18
H (7.649, 1.342, 1.212)  0.18
H (8.826, 0.493, 0.180)  0.20
H (5.627, 2.052, 0.384)  0.22
H (3.193, 2.289, 0.410)  0.24
H (-2.790, 2.525, 0.785)  0.20
H (-2.984, 2.664, -1.004)  0.20
H (-4.003, -1.600, -0.255)  0.23
H (-7.626, -4.057, 0.082)  0.20
H (-8.064, -2.694, 1.141)  0.18

Cartesian forces, eV/Å:
C -0.237 -0.067 0.029
H 0.027 -0.007 0.042
O 0.309 0.215 -0.028
C 0.232 0.134 -0.026
C 0.003 -0.005 -0.002
C -0.179 -0.268 -0.001
C 0.241 0.252 -0.015
C 0.065 -0.061 -0.011
C -0.254 -0.214 0.021
H -0.085 -0.058 0.008
H -0.053 0.056 0.010
H 0.049 0.097 -0.001
O -0.110 -0.160 0.004
C 0.171 0.247 -0.007
C -0.459 0.327 -0.742
O -0.053 -0.001 0.146
O 0.101 -0.922 0.367
N 0.620 0.962 0.433
C -0.748 -0.259 -0.133
N -0.235 -0.165 -0.041
H -0.009 0.095 -0.016
H 0.094 -0.025 0.004
C 0.503 0.021 0.026
C -0.156 -0.119 -0.051
C 0.123 -0.050 0.024
C 0.055 -0.111 0.013
C -0.076 0.046 0.001
C 0.160 0.144 0.029
H -0.064 -0.115 0.003
O -0.248 0.265 -0.101
C 0.418 -0.266 0.033
H -0.013 -0.024 -0.061
H -0.055 -0.065 0.091
H 0.024 0.071 0.023
O -0.442 -0.241 -0.068
C 0.145 0.183 0.023
H -0.004 -0.018 0.045
H -0.006 -0.005 -0.044
H -0.051 0.089 0.013
H 0.088 0.059 0.000
H -0.032 0.123 -0.004
H -0.038 -0.040 -0.111
H 0.101 -0.086 0.132
H 0.117 -0.115 -0.022
H -0.053 0.079 0.013
H 0.014 -0.001 -0.048